Record 1
Molecular formula: C6H16N2
Method: DFT, wB97M-V/def2-TZVPD

Each line ends with the Löwdin charge.
Element x y z (Å)
C: -0.513 0.292 -0.493  -0.188
C: -1.596 -0.296 0.433  -0.187
C: -2.359 -1.487 -0.329  -0.283
N: -3.461 -0.978 -1.137  0.002
C: 0.883 -0.243 -0.094  -0.236
N: 1.517 0.783 0.750  -0.240
C: 1.906 1.934 -0.075  -0.122
C: 2.755 0.237 1.357  -0.109
H: -0.568 1.372 -0.425  0.095
H: -0.768 0.013 -1.511  0.099
H: -2.307 0.454 0.771  0.094
H: -1.273 -0.812 1.332  0.091
H: -1.513 -1.750 -0.973  0.088
H: -2.460 -2.397 0.259  0.096
H: -4.301 -1.176 -0.631  0.056
H: -3.501 -1.394 -2.053  0.059
H: 0.821 -1.234 0.360  0.109
H: 1.462 -0.419 -1.023  0.113
H: 2.875 2.238 0.281  0.065
H: 1.237 2.816 -0.072  0.080
H: 1.934 1.789 -1.160  0.084
H: 3.047 0.871 2.190  0.081
H: 2.564 -0.819 1.562  0.076
H: 3.620 0.207 0.680  0.078

## Properties
**Frontier orbital gap**: 9.8 eV
**Total charge**: 0
**SMILES**: CN(C)CCCCN
**Energy relative to the best compared isomer or geometry (same formula, charge and spin)**: 44.6 kcal per mole
**E_tot**: -347.653739 Eh

Record 2
Molecular formula: C6H16N2
Method: DFT, wB97M-V/def2-TZVPD

Each line ends with the Löwdin charge.
Element x y z (Å)
C: 1.676 -2.224 0.780  -0.089
C: 0.907 -1.214 -0.079  -0.270
N: -0.047 -0.433 0.691  -0.208
C: -1.269 -1.161 1.003  -0.084
C: 0.921 1.821 0.361  -0.057
C: -0.293 0.910 0.178  -0.398
C: -0.790 0.931 -1.267  -0.264
N: -1.377 2.230 -1.582  0.004
H: 1.857 -1.827 1.782  0.077
H: 2.640 -2.446 0.320  0.066
H: 1.152 -3.179 0.864  0.062
H: 1.609 -0.551 -0.575  0.102
H: 0.417 -1.784 -0.887  0.116
H: -2.036 -1.073 0.224  0.075
H: -1.044 -2.215 1.147  0.079
H: -1.684 -0.796 1.944  0.085
H: 1.402 1.602 1.315  0.080
H: 0.613 2.863 0.358  0.072
H: 1.680 1.685 -0.409  0.070
H: -1.083 1.326 0.809  0.137
H: -1.437 0.058 -1.435  0.101
H: 0.078 0.809 -1.921  0.112
H: -1.658 2.272 -2.559  0.066
H: -2.234 2.397 -1.064  0.067

## Properties
**Frontier orbital gap**: 9.2 eV
**Total charge**: 0
**SMILES**: CCN(C)[C@@H](C)CN
**Energy relative to the best compared isomer or geometry (same formula, charge and spin)**: 18.3 kcal per mole
**E_tot**: -347.695653 Eh

Record 3
Molecular formula: C6H16N2O
Method: DFT, wB97M-V/def2-TZVPD

Each line ends with the Löwdin charge.
Element x y z (Å)
C: -2.664 0.435 0.884  -0.323
C: -3.065 -0.412 -0.275  -0.048
C: 0.419 1.349 -0.781  -0.048
O: -1.862 0.139 1.727  0.028
H: 0.335 0.402 1.704  0.046
H: -3.194 1.410 0.928  0.123
H: -2.532 -1.361 -0.265  0.077
H: -2.853 0.124 -1.202  0.086
H: -4.135 -0.587 -0.232  0.081
H: -0.572 1.391 -0.334  0.051
H: 0.898 2.318 -0.634  0.079
H: 0.319 1.179 -1.849  0.079
C: 0.664 -1.165 -0.489  -0.231
C: 2.704 0.339 -0.613  -0.061
C: 1.258 0.239 -0.119  -0.614
N: 0.260 -2.014 0.611  0.002
N: 1.280 0.363 1.333  0.057
H: -0.454 -1.552 1.166  0.030
H: 1.053 -2.157 1.229  0.069
H: 1.753 1.219 1.602  0.079
H: -0.203 -1.028 -1.134  0.092
H: 1.409 -1.718 -1.058  0.104
H: 2.745 0.177 -1.687  0.080
H: 3.121 1.323 -0.392  0.076
H: 3.316 -0.413 -0.117  0.083

## Properties
**Frontier orbital gap**: 9.6 eV
**Total charge**: 0
**SMILES**: CC(C)(N)CN.CC=O
**Energy relative to the best compared isomer or geometry (same formula, charge and spin)**: 26.8 kcal per mole
**E_tot**: -422.944077 Eh

Record 4
Molecular formula: C6H16N2O
Method: DFT, wB97M-V/def2-TZVPD

Each line ends with the Löwdin charge.
Element x y z (Å)
C: -1.125 -0.262 -0.298  -0.545
C: -1.533 1.192 -0.565  -0.100
C: -1.804 -1.175 -1.345  -0.095
C: -1.574 -0.715 1.100  -0.100
H: 0.274 0.095 0.204  0.127
H: -1.240 -1.735 1.311  0.075
H: -1.135 1.878 0.190  0.073
H: -2.624 1.307 -0.561  0.079
H: -1.173 1.527 -1.542  0.078
H: -2.895 -1.102 -1.262  0.078
H: -1.526 -0.895 -2.364  0.080
H: -1.527 -2.222 -1.201  0.080
H: -2.668 -0.706 1.184  0.078
H: -1.183 -0.068 1.891  0.075
C: 2.104 -0.738 1.183  -0.012
N: 1.510 0.049 0.087  -0.312
C: 2.104 1.324 -0.179  -0.206
O: 1.353 -0.680 -1.091  -0.157
N: 2.878 1.868 0.651  0.133
H: 0.102 -0.640 -0.879  0.101
H: 3.188 2.779 0.320  0.059
H: 1.774 1.702 -1.146  0.137
H: 1.499 -1.634 1.293  0.092
H: 3.127 -1.004 0.924  0.096
H: 2.095 -0.147 2.096  0.087

## Properties
**Frontier orbital gap**: 9.6 eV
**Total charge**: 0
**Energy relative to the best compared isomer or geometry (same formula, charge and spin)**: 117.2 kcal per mole
**E_tot**: -422.799902 Eh

Record 5
Molecular formula: C6H16N2O2
Method: DFT, wB97M-V/def2-TZVPD

Each line ends with the Löwdin charge.
Element x y z (Å)
C: -1.332 1.357 -0.906  -0.176
C: -0.307 0.652 0.020  -0.564
N: -0.239 1.419 1.227  0.120
O: -0.869 2.625 -1.286  -0.044
O: 0.895 0.673 -0.764  -0.113
H: 0.016 2.506 -1.641  0.086
H: 0.483 1.078 1.849  0.088
H: -0.086 2.393 1.007  0.096
H: -1.521 0.732 -1.788  0.122
H: -2.266 1.522 -0.353  0.134
C: 2.134 0.366 -0.154  -0.247
C: -1.747 -0.869 1.282  -0.089
C: -0.791 -1.603 -0.780  -0.090
C: 2.376 -1.117 0.113  -0.076
N: -0.637 -0.723 0.363  -0.189
H: 2.872 0.737 -0.875  0.122
H: 2.260 0.936 0.779  0.108
H: -0.048 -1.351 -1.532  0.085
H: -1.634 -0.167 2.104  0.075
H: -1.741 -1.888 1.664  0.085
H: -2.716 -0.687 0.806  0.083
H: -1.792 -1.541 -1.227  0.086
H: -0.626 -2.629 -0.447  0.090
H: 2.321 -1.686 -0.811  0.073
H: 3.365 -1.239 0.546  0.073
H: 1.628 -1.496 0.806  0.064

## Properties
**Frontier orbital gap**: 9.5 eV
**Total charge**: 0
**SMILES**: CCO[C@@](N)(CO)N(C)C
**Energy relative to the best compared isomer or geometry (same formula, charge and spin)**: 45.9 kcal per mole
**E_tot**: -498.179771 Eh

Record 6
Molecular formula: C6H16N2O2S
Method: DFT, wB97M-V/def2-TZVPD

Each line ends with the Löwdin charge.
Element x y z (Å)
O: -1.593 -1.181 -1.984  -0.276
O: -2.205 1.113 -1.301  -0.322
N: -2.146 -0.454 -0.071  -0.165
N: -0.144 -0.085 0.072  -0.209
C: 1.032 2.068 -0.310  -0.073
C: -0.752 2.098 1.397  -0.049
C: 1.665 -1.417 -1.153  -0.067
C: 0.143 -2.588 0.509  -0.061
C: 0.310 1.214 0.683  -0.407
C: 0.812 -1.223 0.127  -0.388
S: -1.208 0.054 -1.307  0.709
H: -1.739 -0.130 0.798  0.029
H: -3.050 -0.009 -0.243  0.068
H: 1.611 2.833 0.253  0.104
H: 1.726 1.469 -0.894  0.061
H: 0.322 2.507 -1.003  0.077
H: -0.282 2.814 2.048  0.073
H: -1.325 2.682 0.681  0.074
H: -1.444 1.497 2.030  0.091
H: 1.078 -1.725 -2.033  0.077
H: 2.193 -0.475 -1.378  0.063
H: 2.434 -2.182 -1.022  0.080
H: 0.919 -3.375 0.626  0.082
H: -0.502 -2.511 1.417  0.085
H: -0.478 -2.981 -0.304  0.068
H: 1.061 0.985 1.440  0.135
H: 1.561 -0.997 0.923  0.142

## Properties
**Frontier orbital gap**: 6.0 eV
**Total charge**: 0
**SMILES**: CC(C)N(C(C)C)S(N)(=O)=O
**Energy relative to the best compared isomer or geometry (same formula, charge and spin)**: 194.6 kcal per mole
**E_tot**: -896.099366 Eh